Entry 1:
{
  "formula": "C4H11N2O",
  "method": "the ωB97M-V functional and the def2-TZVPD basis",
  "total_charge": 1,
  "fmax_ev_per_a": 4.8,
  "relative_energy_kcal_mol": 80.9,
  "smiles": "NCC[C@@H]([NH3+])C=O",
  "lumo_ev": -3.8,
  "gap_ha": 0.3414,
  "elements": ["N", "C", "C", "C", "N", "C", "O", "H", "H", "H", "H", "H", "H", "H", "H", "H", "H", "H"],
  "xyz": [[1.29575, -1.60716, 1.09304], [-0.15689, -1.31196, 1.22960], [-0.66821, -0.68533, -0.07573], [0.10038, 0.57631, -0.35613], [0.00053, 1.02233, -1.79737], [-0.42732, 1.86614, 0.46445], [-0.59473, 2.74288, -0.35042], [1.46667, -2.43517, 0.62559], [1.78478, -1.29633, 1.88454], [-0.74652, -2.24575, 1.53139], [-0.34720, -0.42861, 1.90284], [-0.63393, -1.41200, -0.95962], [-1.75639, -0.61046, 0.03147], [1.34995, 0.37089, -0.18398], [0.18324, 0.36430, -2.57467], [-0.92737, 1.34328, -2.07853], [0.69233, 1.93944, -1.91018], [-0.61507, 1.80719, 1.52368]]
}

=====

Entry 2:
{
  "formula": "C8H14Si",
  "method": "the ωB97M-V functional and the def2-TZVPD basis",
  "fmax_ev_per_a": 5.2,
  "relative_energy_kcal_mol": 107.2,
  "lumo_ev": 0.2,
  "gap_ha": 0.2622,
  "elements": ["C", "C", "C", "C", "C", "C", "C", "C", "Si", "H", "H", "H", "H", "H", "H", "H", "H", "H", "H", "H", "H", "H", "H"],
  "xyz": [[-1.99517, -2.81441, -1.30039], [-1.66134, -1.70359, -0.98996], [2.29611, 1.51104, 0.86447], [1.93190, 0.37272, 0.12624], [2.42758, -0.94659, 0.49402], [-2.22034, 1.33276, -1.07188], [-1.59221, -0.18899, 1.63034], [1.28767, 0.47373, -1.17678], [-1.33780, -0.06856, -0.26902], [-2.52746, -3.63750, -1.59030], [2.14011, 2.54523, 0.37927], [2.91978, 1.67750, 1.80355], [3.20126, -0.81375, 1.33666], [1.75805, -1.68778, 1.04313], [2.81748, -1.57547, -0.24554], [-3.00695, 1.44091, -0.35856], [-1.58712, 2.26684, -1.17008], [-2.57869, 0.99210, -2.08988], [-2.16403, -1.09942, 1.89870], [-0.68638, 0.00012, 2.09971], [-2.17629, 0.65369, 1.92989], [1.25169, 1.52963, -1.48010], [1.50214, -0.26021, -1.86348]]
}

=====

Entry 3:
{
  "formula": "FH14O7",
  "method": "the ωB97M-V functional and the def2-TZVPD basis",
  "total_charge": -1,
  "fmax_ev_per_a": 2.3,
  "relative_energy_kcal_mol": 13.5,
  "lumo_ev": 3.7,
  "gap_ha": 0.3940,
  "elements": ["F", "O", "H", "H", "O", "H", "H", "O", "H", "H", "O", "H", "H", "O", "H", "H", "O", "H", "H", "O", "H", "H"],
  "xyz": [[0.04223, -0.10741, -0.20936], [-1.57477, 0.14159, -2.31336], [-1.04877, 0.10559, -1.50436], [-1.83077, 1.06959, -2.34236], [-1.09777, 1.87259, 1.09564], [-0.70277, 1.15759, 0.50964], [-1.71277, 1.44059, 1.69564], [-0.27477, -0.43241, 2.98264], [-1.08977, -0.25141, 2.58164], [0.38223, -0.18941, 2.34564], [1.35223, -0.84841, -2.39036], [1.35523, -1.75741, -2.63536], [0.84323, -0.77241, -1.54336], [1.80123, -0.56741, 1.37764], [2.39923, 0.13459, 1.49264], [1.08623, -0.34041, 0.73664], [1.18923, 2.07159, -1.31336], [0.72823, 1.26959, -1.11136], [0.95423, 2.68259, -0.60636], [-1.22677, -2.23541, 0.67364], [-0.82477, -2.96741, 0.21364], [-0.74977, -1.47641, 0.26464]]
}

=====

Entry 4:
{
  "formula": "C5H13N3",
  "method": "the ωB97M-V functional and the def2-TZVPD basis",
  "fmax_ev_per_a": 3.1,
  "relative_energy_kcal_mol": 39.5,
  "smiles": "CC(C)C(N)=C(N)N",
  "lumo_ev": 1.0,
  "gap_ha": 0.2666,
  "elements": ["C", "C", "C", "C", "N", "C", "N", "N", "H", "H", "H", "H", "H", "H", "H", "H", "H", "H", "H", "H", "H"],
  "xyz": [[1.59328, 0.51237, -1.35665], [0.93937, 0.35504, 0.01818], [1.94101, -0.13366, 1.06145], [-0.33268, -0.41143, 0.00980], [-0.31395, -1.80091, -0.22400], [-1.49421, 0.31730, 0.09210], [-2.69142, -0.21334, -0.43423], [-1.75857, 1.36876, 1.00248], [1.95264, -0.45264, -1.72114], [0.88269, 0.92607, -2.07038], [2.44813, 1.18642, -1.29933], [0.35178, 1.39899, 0.14241], [2.38268, -1.08841, 0.76901], [2.75394, 0.58321, 1.17673], [1.46137, -0.28633, 2.02704], [-0.96360, -2.15975, -0.91147], [0.60608, -2.17686, -0.40672], [-3.49498, -0.12584, 0.17532], [-2.61268, -1.17890, -0.71984], [-0.94693, 1.69244, 1.50677], [-2.70395, 1.68749, 1.16246]]
}

=====

Entry 5:
{
  "formula": "C2H2N2OS",
  "method": "the ωB97M-V functional and the def2-TZVPD basis",
  "fmax_ev_per_a": 5.6,
  "relative_energy_kcal_mol": 82.2,
  "smiles": "N#[N+][O-].C=C=S",
  "lumo_ev": 0.0,
  "gap_ha": 0.3157,
  "elements": ["N", "N", "O", "C", "C", "S", "H", "H"],
  "xyz": [[-1.67261, 0.45172, -0.36463], [-2.14940, 1.18924, 0.32135], [-2.49558, 2.03651, 1.01313], [1.14502, -0.21589, -0.40038], [1.38782, -1.33556, 0.09476], [1.68960, -2.74028, 0.61147], [1.92575, 0.31447, -1.06378], [0.16940, 0.29978, -0.21192]]
}

=====

Entry 6:
{
  "formula": "C8H11ClO",
  "method": "the ωB97M-V functional and the def2-TZVPD basis",
  "fmax_ev_per_a": 4.8,
  "relative_energy_kcal_mol": 66.3,
  "lumo_ev": 0.8,
  "gap_ha": 0.3636,
  "elements": ["C", "C", "C", "C", "C", "C", "C", "C", "O", "Cl", "H", "H", "H", "H", "H", "H", "H", "H", "H", "H", "H"],
  "xyz": [[0.00693, -1.16391, -1.56015], [0.20333, 0.09072, -1.21457], [0.55446, 0.05351, 1.53452], [-0.84804, -2.05163, -0.68287], [-1.57168, -1.11083, 0.33053], [-0.67196, 0.13188, 0.57841], [0.94185, 1.21620, -1.72108], [1.03966, 1.40321, 1.91974], [0.87228, -0.97148, 2.00161], [-1.51112, 1.69510, 0.68648], [0.32744, -1.52249, -2.53189], [-1.62567, -2.49240, -1.29296], [-0.17471, -2.64720, -0.17351], [-2.67081, -0.76719, -0.01711], [-1.67253, -1.57860, 1.28011], [1.80007, 0.79167, -2.25873], [1.24550, 1.88214, -0.76460], [0.39045, 1.81990, -2.35598], [0.55594, 1.59936, 2.91740], [0.74873, 2.16730, 1.12956], [2.05988, 1.45474, 2.19509]]
}